[1]
Computed, not measured: 2 unconnected molecules or ions with the total composition C5H10FP at a distorted geometry, with ωB97M-V with the def2-TZVPD basis set.

* ΔE to the lowest compared entry with this formula, charge and spin: 215.2 kJ/mol
* E_LUMO: 0.0340 Ha
* spin multiplicity: 1
* HOMO: -0.3135 Ha

Geometry as XYZ:
```
17
C5H10FP, DFT ωB97M-V with the def2-TZVPD basis set
C 1.38 -0.40 0.35
C 0.57 0.32 1.06
C 2.86 -0.55 0.51
C -1.50 1.33 -0.87
C -1.48 0.24 0.16
F -2.29 0.52 1.22
P -1.57 -1.53 -0.32
H 0.97 -0.97 -0.49
H 0.64 0.97 1.90
H 3.35 -0.21 -0.41
H 3.24 0.02 1.35
H 3.12 -1.60 0.65
H -1.17 2.27 -0.44
H -0.84 1.06 -1.70
H -2.52 1.46 -1.25
H -1.83 -1.29 -1.67
H -2.94 -1.65 -0.05
```

Atomic partial charges in e from the Löwdin method, atoms 1 to 2: -0.304, 0.044



[2]
Computed, not measured: 2 unconnected molecules or ions with the total composition C3H10N2O at a distorted geometry, with ωB97M-V with the def2-TZVPD basis set.

* ΔE to the lowest compared entry with this formula, charge and spin: 152.8 kJ/mol
* E_LUMO: 0.0294 Ha
* spin multiplicity: 1
* HOMO: -0.3041 Ha

Geometry as XYZ:
```
16
C3H10N2O, DFT ωB97M-V with the def2-TZVPD basis set
C 2.00 0.66 0.80
C 0.55 0.33 0.50
C 0.03 -0.88 0.73
N -1.32 -1.20 0.52
N -0.28 1.50 0.25
H 2.29 1.26 -0.07
H 2.55 -0.28 0.85
H 2.25 1.27 1.67
H 0.71 -1.59 1.21
H -1.53 -1.57 -0.40
H -1.56 -1.96 1.14
H -0.81 1.66 1.10
H -0.98 1.27 -0.44
H -1.59 0.25 -2.03
H -0.96 -0.19 -3.30
O -1.36 -0.53 -2.53
```

Atomic partial charges in e from the Löwdin method, atoms 1 to 2: -0.071, -0.381



[3]
Computed, not measured: a molecular structure, C48H41As2F12N3O4PbS, with ωB97M-V with the def2-TZVPD basis set.

* ΔE to the lowest compared entry with this formula, charge and spin: 0.0 kJ/mol
* E_LUMO (alpha / beta): -0.0677 / -0.0858 Ha
* spin multiplicity: 1
* HOMO (alpha / beta): -0.2718 / -0.2888 Ha

Geometry as XYZ:
```
112
C48H41As2F12N3O4PbS, DFT ωB97M-V with the def2-TZVPD basis set
Pb 0.52 -0.33 0.15
C -4.21 -0.88 5.01
C -3.66 -0.98 3.61
C -4.19 -0.23 2.57
C -3.63 -0.30 1.32
C -2.52 -1.11 1.05
N -1.92 -1.05 -0.20
C -2.72 -0.94 -1.29
C -4.05 -1.42 -1.21
C -4.93 -1.32 -2.26
C -4.53 -0.74 -3.45
C -5.47 -0.61 -4.61
C -3.20 -0.33 -3.57
C -2.27 -0.44 -2.55
C -0.79 -0.12 -2.84
O -0.12 0.50 -1.82
C -0.61 0.86 -4.04
F -0.94 0.34 -5.25
F -1.39 1.95 -3.87
F 0.65 1.28 -4.14
C -0.12 -1.48 -3.22
F 1.14 -1.33 -3.63
F -0.80 -2.12 -4.20
F -0.12 -2.30 -2.15
C -1.98 -1.90 2.09
C -2.58 -1.81 3.34
C -0.80 -2.85 1.83
O 0.28 -2.27 1.24
C -1.31 -4.06 0.98
F -0.32 -4.92 0.70
F -1.84 -3.67 -0.19
F -2.27 -4.75 1.63
C -0.22 -3.44 3.16
F 0.19 -2.42 3.96
F 0.86 -4.20 2.92
F -1.07 -4.19 3.88
H -5.23 -0.50 5.01
H -3.60 -0.20 5.61
H -4.20 -1.85 5.50
H -5.04 0.43 2.75
H -4.00 0.32 0.52
H -4.35 -1.91 -0.30
H -5.93 -1.72 -2.15
H -6.50 -0.56 -4.29
H -5.36 -1.46 -5.29
H -5.25 0.29 -5.19
H -2.90 0.07 -4.52
H -2.21 -2.41 4.16
C 2.98 2.07 2.41
C 2.43 3.13 1.45
As 1.63 2.50 -0.25
C 3.09 2.81 -1.51
C 2.82 3.33 -2.77
C 3.84 3.51 -3.69
C 5.14 3.16 -3.35
C 5.41 2.63 -2.10
C 4.39 2.45 -1.18
C 0.56 4.07 -0.69
C 1.02 5.36 -0.48
C 0.25 6.45 -0.86
C -0.99 6.25 -1.46
C -1.45 4.96 -1.68
C -0.67 3.87 -1.30
As 1.84 0.52 2.83
C 3.22 -0.74 3.35
C 4.21 -0.36 4.25
C 5.22 -1.25 4.60
C 5.23 -2.52 4.05
C 4.24 -2.91 3.16
C 3.24 -2.02 2.80
C 1.17 1.02 4.59
C 1.11 0.08 5.62
C 0.59 0.43 6.85
C 0.10 1.71 7.07
C 0.15 2.65 6.05
C 0.68 2.30 4.81
H 3.22 2.55 3.36
H 3.89 1.62 2.00
H 3.24 3.82 1.20
H 1.64 3.70 1.93
H 1.81 3.60 -3.05
H 3.62 3.91 -4.66
H 5.94 3.29 -4.07
H 6.43 2.35 -1.83
H 4.61 2.01 -0.22
H 2.00 5.53 -0.04
H 0.62 7.46 -0.70
H -1.59 7.10 -1.77
H -2.40 4.79 -2.16
H -1.02 2.86 -1.47
H 4.20 0.63 4.69
H 5.99 -0.94 5.30
H 6.01 -3.22 4.33
H 4.25 -3.90 2.74
H 2.47 -2.32 2.10
H 1.49 -0.92 5.46
H 0.55 -0.31 7.65
H -0.31 1.98 8.04
H -0.22 3.65 6.21
H 0.69 3.03 4.01
N -3.37 3.67 1.64
C -2.04 3.66 1.83
N -1.45 4.86 1.97
S -1.18 2.22 1.91
H -3.91 4.51 1.64
H -3.84 2.78 1.57
H -1.92 5.69 1.62
H -0.45 4.87 1.89
O 3.30 0.01 0.23
C 3.24 -0.98 -0.51
O 2.17 -1.56 -0.86
H 4.17 -1.43 -0.89
```

Atomic partial charges in e from the Löwdin method, atoms 1 to 2: 1.314, -0.038



[4]
Computed, not measured: 16 unconnected molecules or ions with the total composition C2H38N2O15 at a distorted geometry, with ωB97M-V with the def2-TZVPD basis set.

* ΔE to the lowest compared entry with this formula, charge and spin: 118.8 kJ/mol
* E_LUMO: 0.0011 Ha
* spin multiplicity: 1
* HOMO: -0.3755 Ha

Geometry as XYZ:
```
57
C2H38N2O15, DFT ωB97M-V with the def2-TZVPD basis set
C 3.58 -0.40 2.65
N 2.61 0.59 2.13
C 1.20 0.17 2.15
N 0.80 -0.22 0.79
H 3.52 -1.36 2.14
H 4.53 0.05 2.35
H 3.55 -0.47 3.74
H 2.73 1.39 2.74
H 0.60 1.03 2.42
H 0.96 -0.67 2.81
H 1.40 0.33 0.20
H 0.93 -1.20 0.57
H -1.50 0.66 -2.04
H -0.77 0.27 -0.70
O -0.73 0.82 -1.48
H -4.86 1.82 1.99
H -3.84 2.88 2.15
O -3.91 1.96 1.85
H -1.92 -3.12 -1.84
H -2.31 -1.91 -0.85
O -1.81 -2.20 -1.62
H 1.92 -0.22 -1.45
H 3.20 0.46 -1.90
O 2.75 -0.39 -1.91
H -1.30 -0.86 2.10
H -1.52 0.56 2.96
O -1.87 -0.19 2.47
H 0.79 2.22 -2.20
H 1.82 3.33 -2.74
O 1.17 2.67 -2.96
H -0.01 -1.54 -3.08
H -0.02 -0.91 -4.47
O -0.45 -1.55 -3.92
H 4.43 1.85 0.46
H 3.37 1.02 0.99
O 3.84 1.15 0.14
H 1.91 -2.78 0.41
H 0.78 -3.09 -0.62
O 1.11 -3.27 0.28
H -3.71 1.05 -2.47
H -3.31 2.43 -1.77
O -3.25 1.89 -2.57
H -1.34 4.01 -1.17
H -1.62 2.56 -1.49
O -1.65 3.20 -0.76
H -0.47 3.13 2.71
H -1.26 1.96 2.02
O -1.30 2.67 2.66
H -3.92 -0.33 0.77
H -2.61 0.05 0.44
O -3.43 -0.11 -0.03
H 1.17 -2.82 -3.26
H 2.02 -1.99 -2.22
O 1.26 -2.58 -2.36
H -1.14 -5.01 1.62
H -0.75 -4.59 0.24
O -1.39 -4.40 0.93
```

Atomic partial charges in e from the Löwdin method, atoms 1 to 2: -0.063, -0.141



[5]
Computed, not measured: 2 unconnected molecules or ions with the total composition C4H11NO2 at a distorted geometry, with ωB97M-V with the def2-TZVPD basis set.

* ΔE to the lowest compared entry with this formula, charge and spin: 36.0 kJ/mol
* E_LUMO: 0.0283 Ha
* spin multiplicity: 1
* HOMO: -0.3478 Ha

Geometry as XYZ:
```
18
C4H11NO2, DFT ωB97M-V with the def2-TZVPD basis set
O 0.17 -1.43 -0.32
C 0.15 -0.24 0.01
N -1.00 0.49 0.04
C 1.43 0.46 0.43
C -1.07 1.92 0.27
C -2.24 -0.11 -0.42
H 2.24 -0.28 0.38
H 1.37 0.85 1.46
H 1.68 1.30 -0.24
H -1.23 2.47 -0.67
H -1.90 2.14 0.96
H -0.13 2.29 0.73
H -2.10 -1.20 -0.50
H -3.05 0.09 0.29
H -2.53 0.28 -1.41
O 3.05 -2.77 -0.23
H 2.10 -2.51 -0.31
H 3.06 -3.73 -0.47
```

Atomic partial charges in e from the Löwdin method, atoms 1 to 2: 0.021, -0.484



[6]
Computed, not measured: a single C4H8O2 molecule at a distorted geometry, with ωB97M-V with the def2-TZVPD basis set.

* ΔE to the lowest compared entry with this formula, charge and spin: 522.9 kJ/mol
* E_LUMO: 0.0387 Ha
* spin multiplicity: 1
* HOMO: -0.3156 Ha

Geometry as XYZ:
```
14
C4H8O2, DFT ωB97M-V with the def2-TZVPD basis set
C -2.34 0.38 -0.20
O -1.13 -0.28 -0.48
C -0.18 -0.10 0.53
C 1.02 -0.92 0.33
C 2.29 -0.04 -0.44
O 2.21 -0.46 0.89
H -2.81 -0.01 0.72
H -2.20 1.46 -0.08
H -3.02 0.20 -1.04
H -0.54 -0.47 1.51
H 0.09 0.96 0.66
H 1.37 -1.31 -0.79
H 2.07 1.01 -0.64
H 3.16 -0.43 -0.98
```

Atomic partial charges in e from the Löwdin method, atoms 1 to 2: -0.115, -0.169



[7]
Computed, not measured: a molecular structure, C23H54O9S4 at a distorted geometry, with ωB97M-V with the def2-TZVPD basis set.

* ΔE to the lowest compared entry with this formula, charge and spin: 3973.6 kJ/mol
* E_LUMO: 0.0041 Ha
* spin multiplicity: 1
* HOMO: -0.2221 Ha

Geometry as XYZ:
```
90
C23H54O9S4, DFT ωB97M-V with the def2-TZVPD basis set
C 30.52 14.06 -2.42
S 31.66 13.38 -3.72
O 30.92 13.22 -5.09
C 32.90 14.74 -3.98
H 29.82 13.23 -2.32
H 29.83 14.87 -2.62
H 30.91 14.18 -1.41
H 33.56 14.72 -3.11
H 32.44 15.69 -4.22
H 33.55 14.50 -4.83
C 27.20 12.12 -9.57
S 27.51 11.37 -11.21
O 26.18 11.23 -11.97
C 28.38 12.86 -11.92
H 26.37 12.81 -9.70
H 28.05 12.58 -9.06
H 26.85 11.30 -8.94
H 29.11 13.21 -11.18
H 27.73 13.72 -12.05
H 28.83 12.65 -12.89
C 30.38 13.46 -6.43
S 29.41 13.76 -8.00
O 29.45 12.56 -8.98
C 27.81 13.53 -7.05
H 31.41 13.51 -6.77
H 30.24 12.44 -6.08
H 30.10 14.13 -5.62
H 26.92 13.65 -7.66
H 27.79 14.25 -6.24
H 27.68 12.53 -6.62
C 26.53 14.99 -5.27
S 25.26 14.09 -4.23
O 24.96 15.06 -3.04
C 23.87 14.04 -5.46
H 26.91 14.34 -6.06
H 27.31 15.40 -4.64
H 26.02 15.82 -5.78
H 22.99 13.76 -4.88
H 24.17 13.25 -6.15
H 23.77 15.01 -5.93
C 30.78 10.61 -7.13
C 29.49 10.08 -6.61
O 29.15 10.16 -5.44
C 28.45 9.75 -7.82
H 31.51 10.88 -6.36
H 30.76 11.45 -7.82
H 31.18 9.83 -7.77
H 27.88 8.89 -7.47
H 28.87 9.53 -8.80
H 27.86 10.67 -7.85
C 24.54 11.95 -9.44
C 25.23 12.65 -8.30
O 26.04 13.45 -8.56
C 24.94 12.16 -6.87
H 24.34 12.76 -10.14
H 23.72 11.31 -9.11
H 25.16 11.20 -9.93
H 25.13 11.12 -6.60
H 23.89 12.39 -6.67
H 25.49 12.83 -6.19
C 29.63 15.21 -4.91
C 29.18 16.34 -5.91
O 29.81 16.57 -6.89
C 27.88 17.13 -5.69
H 28.79 14.53 -4.85
H 29.81 15.66 -3.93
H 30.57 14.81 -5.28
H 28.22 18.00 -5.12
H 27.10 16.63 -5.12
H 27.45 17.38 -6.66
C 32.67 10.56 -10.46
C 31.31 10.41 -9.76
O 30.99 9.42 -9.16
C 30.42 11.64 -9.71
H 33.30 9.71 -10.18
H 33.17 11.52 -10.27
H 32.47 10.41 -11.52
H 30.78 12.40 -9.01
H 29.36 11.42 -9.58
H 30.47 12.16 -10.67
C 28.88 11.32 -3.03
C 28.26 12.70 -2.79
O 28.36 13.27 -1.71
C 27.59 13.36 -3.89
H 29.89 11.11 -2.67
H 28.90 11.17 -4.11
H 28.29 10.55 -2.53
H 28.10 13.35 -4.85
H 27.30 14.38 -3.63
H 26.60 12.93 -4.06
```

Atomic partial charges in e from the Löwdin method, atoms 1 to 2: -0.221, 1.077



[8]
Computed, not measured: a molecular structure, C36H87Br2Cl2N8O8P2 at a distorted geometry, with ωB97M-V with the def2-TZVPD basis set.

* E_LUMO: -0.1280 Ha
* spin multiplicity: 1
* charge: +1
* HOMO: -0.3687 Ha

Geometry as XYZ:
```
145
C36H87Br2Cl2N8O8P2, DFT ωB97M-V with the def2-TZVPD basis set
C -5.97 -1.36 3.24
C -5.25 -0.48 2.23
C -5.28 1.14 2.41
C -5.21 2.11 1.04
C -3.85 1.69 0.31
Cl -2.27 1.69 1.43
C -3.33 2.15 -1.16
C -3.12 0.82 -2.17
Cl -4.06 3.40 -2.23
C -6.48 1.48 0.15
Br -6.29 -0.15 -0.95
O -6.60 2.45 -0.92
C -7.50 3.50 -0.45
Br -7.34 5.01 -1.84
P -9.16 2.74 -0.94
N -10.41 3.74 -1.10
C -7.06 3.91 1.05
O -7.26 5.41 0.93
C -8.11 3.67 2.28
C -9.72 3.70 2.05
N -5.56 3.57 1.41
C -4.71 4.67 0.88
C -3.14 4.86 0.82
C -2.77 6.52 0.84
C -2.75 7.15 2.35
O -2.01 6.38 3.36
P -5.45 3.92 3.20
N -4.03 3.80 3.89
H -5.61 -1.45 4.36
H -6.88 -1.98 2.80
H -4.67 -1.09 1.41
H -4.41 1.33 3.17
H -6.36 1.26 2.93
H -3.85 0.48 0.17
H -2.19 2.50 -1.01
H -4.11 0.60 -2.78
H -2.70 -0.11 -1.59
H -2.32 1.14 -3.00
H -7.43 1.26 0.80
H -9.41 1.63 -0.03
H -8.99 2.13 -2.26
H -10.05 4.68 -0.82
H -8.22 5.63 0.86
H -8.06 4.58 3.06
H -7.99 2.62 2.84
H -10.20 2.65 1.72
H -10.06 4.59 1.36
H -10.28 3.92 3.09
H -4.94 5.63 1.57
H -5.03 5.06 -0.21
H -2.42 4.47 1.63
H -2.58 4.59 -0.21
H -1.76 6.71 0.30
H -3.68 7.03 0.27
H -2.21 8.21 2.28
H -3.82 7.39 2.80
H -2.62 6.36 4.18
H -5.93 5.29 3.44
H -6.26 3.09 4.06
H -3.40 3.46 3.16
C 1.03 -3.17 -4.58
C 1.45 -1.71 -4.42
C 0.51 -0.90 -3.50
O -0.72 -0.51 -4.13
C -1.73 -1.50 -4.11
N 1.58 -1.10 -5.75
H 0.17 -3.29 -5.24
H 1.85 -3.76 -5.01
H 0.79 -3.62 -3.61
H 2.44 -1.72 -3.95
H 1.02 0.04 -3.24
H 0.32 -1.42 -2.56
H -1.70 -2.11 -3.20
H -1.64 -2.14 -4.99
H -2.70 -1.00 -4.17
H 1.94 -0.16 -5.64
H 0.63 -0.96 -6.10
C -6.43 -7.18 6.32
C -7.68 -6.42 5.90
C -7.69 -6.02 4.41
O -6.87 -4.90 4.09
C -5.50 -5.21 3.90
N -7.84 -5.25 6.77
H -5.55 -6.53 6.41
H -6.57 -7.65 7.30
H -6.19 -7.98 5.60
H -8.53 -7.09 6.07
H -8.71 -5.72 4.15
H -7.45 -6.87 3.76
H -5.36 -6.19 3.42
H -4.96 -5.17 4.85
H -5.06 -4.45 3.24
H -8.72 -4.79 6.55
H -7.13 -4.56 6.49
C 5.91 1.95 -6.11
C 5.28 2.30 -4.76
C 6.17 1.91 -3.55
O 6.14 0.51 -3.23
C 7.03 -0.28 -4.01
N 3.95 1.69 -4.67
H 5.87 0.88 -6.33
H 5.38 2.46 -6.91
H 6.96 2.27 -6.14
H 5.16 3.39 -4.73
H 5.77 2.41 -2.66
H 7.20 2.26 -3.67
H 7.95 0.25 -4.25
H 6.53 -0.61 -4.92
H 7.28 -1.17 -3.43
H 3.50 1.99 -3.81
H 4.09 0.68 -4.53
C 8.06 -1.11 0.00
C 7.08 -2.16 -0.53
C 6.18 -2.78 0.56
O 6.83 -3.76 1.37
C 7.59 -3.22 2.44
N 7.84 -3.19 -1.26
H 8.89 -1.56 0.55
H 8.49 -0.54 -0.82
H 7.55 -0.41 0.67
H 6.43 -1.65 -1.25
H 5.36 -3.31 0.06
H 5.71 -2.00 1.18
H 7.13 -2.32 2.87
H 8.61 -3.01 2.11
H 7.65 -3.97 3.23
H 7.18 -3.84 -1.69
H 8.32 -3.76 -0.55
C 12.18 -3.35 0.62
C 11.78 -2.64 -0.68
C 12.94 -2.54 -1.70
O 13.90 -1.52 -1.40
C 14.89 -1.90 -0.46
N 11.23 -1.32 -0.36
H 12.79 -2.72 1.27
H 11.28 -3.61 1.19
H 12.73 -4.27 0.41
H 10.99 -3.25 -1.14
H 12.51 -2.27 -2.67
H 13.44 -3.51 -1.84
H 15.17 -2.96 -0.56
H 14.55 -1.69 0.56
H 15.78 -1.29 -0.64
H 10.89 -0.89 -1.22
H 12.01 -0.72 -0.08
```

Atomic partial charges in e from the Löwdin method, atoms 1 to 2: -0.009, -0.172